(1)
The following is a quantum chemistry calculation of a molecular structure, C38H28Cl3N5O4PSr at a distorted geometry, from the OMol25 dataset.

The geometry in ORCA input format:
```
! wB97M-V def2-TZVPD RIJCOSX def2/J DEFGRID3
* xyz -1 1
Sr 1.61 1.39 1.03
Cl -4.27 4.38 -2.03
Cl 2.05 -1.70 -0.50
Cl -2.13 4.42 -4.41
P -0.94 -0.76 -0.88
O 3.26 0.93 2.37
O -2.63 2.31 2.10
O 4.74 -0.28 3.57
O 1.46 1.23 -3.42
N -0.61 2.25 0.93
N 1.14 2.00 -1.24
N 3.64 1.13 -0.60
N 0.72 2.17 3.33
N 1.31 -0.91 2.59
C 1.38 2.05 4.48
C -0.91 -3.13 0.74
C -0.17 -3.31 -4.06
C 1.18 -3.60 -3.89
C -2.60 -0.53 -1.62
C -1.33 1.83 4.50
C -1.39 2.22 2.01
C 2.68 -1.30 2.99
C 3.67 -0.12 3.00
C -1.06 2.65 -0.35
C 0.75 1.80 5.69
C -3.88 0.70 -3.27
C 1.85 -3.09 -2.79
C -2.32 3.21 -0.58
C 4.88 0.75 -0.27
C -1.15 -3.81 1.93
C 3.25 1.05 -1.88
C 5.39 0.22 -2.53
C -0.83 -2.50 -3.15
C -0.50 3.17 -2.65
C -3.77 -1.16 -1.21
C -0.13 2.57 -1.44
C 1.82 1.46 -2.25
C -2.67 0.40 -2.66
C 1.17 -2.29 -1.89
C -2.28 -1.88 2.80
C -5.04 0.06 -2.85
C -1.83 -3.19 2.97
C -1.75 3.74 -2.84
C -1.33 -1.82 0.57
C -2.03 -1.20 1.62
C -0.18 -1.97 -2.05
C 5.79 0.29 -1.20
C -0.62 2.06 3.33
C -0.64 1.69 5.69
C -4.98 -0.87 -1.82
C -2.67 3.74 -1.81
C 4.11 0.61 -2.88
H -3.92 1.44 -4.06
H 2.46 2.13 4.42
H -2.41 1.77 4.44
H 6.08 -0.13 -3.29
H -6.00 0.30 -3.31
H 3.07 -2.01 2.26
H -1.88 -2.27 -3.31
H -1.77 0.92 -2.98
H 0.76 -1.72 2.35
H 1.71 -4.22 -4.60
H -1.17 1.50 6.61
H 2.90 -3.30 -2.63
H -0.80 -4.83 2.05
H -2.82 -1.38 3.60
H 0.20 3.14 -3.48
H 6.78 -0.01 -0.89
H -2.01 -3.72 3.90
H -2.38 -0.18 1.50
H 3.73 0.57 -3.89
H 0.85 -0.46 3.37
H -0.70 -3.71 -4.92
H -3.04 3.23 0.22
H 2.73 -1.78 3.96
H 1.33 1.70 6.59
H -0.38 -3.64 -0.06
H 5.13 0.82 0.79
H -5.89 -1.36 -1.48
H -3.74 -1.89 -0.40
*
```

The lowest unoccupied orbital energy comes out at 2.40 eV. The value obtained for the electronic energy is -3792.57164 a.u. Its maximum force is 2.838 eV Å⁻¹.

(2)
The following is a quantum chemistry calculation of a molecular structure, C38H28N9O2STi, from the OMol25 dataset.

The geometry in ORCA input format:
```
! wB97M-V def2-TZVPD RIJCOSX def2/J DEFGRID3
* xyz 1 1
Ti 0.17 -0.52 0.21
S 1.60 -1.74 1.69
O 1.72 -0.39 -0.79
O 3.54 0.85 -1.15
N -1.45 -2.07 0.87
N 0.66 -2.89 -1.10
N -0.47 -0.29 2.37
N -0.66 -0.72 -1.92
N 0.58 1.44 0.78
N -1.83 0.60 -0.11
N -1.09 -1.16 3.02
N -3.44 2.15 0.55
N -1.48 0.28 -2.40
C -4.57 4.24 -2.26
C -2.05 -2.97 0.10
C 0.70 1.70 2.11
C 3.95 -3.04 1.56
C 3.19 -2.02 0.99
C 1.93 -4.86 -1.57
C 1.49 2.91 4.03
C -2.90 2.08 -1.77
C 3.03 -0.12 -0.66
C 0.52 3.56 -2.29
C 0.38 2.54 -0.10
C 5.27 -3.25 1.17
C -0.41 3.63 0.31
C -2.82 -4.00 0.60
C -1.65 -2.14 2.19
C -0.71 4.66 -0.56
C -2.04 0.95 -1.45
C 1.14 -3.52 -3.37
C 0.29 0.87 4.41
C 5.11 -1.39 -0.34
C -0.24 -1.53 -2.81
C 3.79 -1.20 0.02
C 0.16 0.75 3.01
C 1.36 2.81 2.67
C -0.26 4.64 -1.87
C 5.85 -2.42 0.22
C 0.83 2.53 -1.42
C -4.46 3.75 -0.97
C 0.95 1.95 4.91
C -3.02 2.59 -3.06
C -3.62 2.67 -0.74
C -2.36 -3.17 2.79
C -3.85 3.66 -3.30
C -2.54 1.21 0.79
C 0.56 -2.69 -2.42
C 1.85 -4.63 -2.93
C -2.96 -4.11 1.98
C 1.32 -3.96 -0.69
H -2.40 0.95 1.84
H -2.45 2.13 -3.86
H 1.38 -4.11 0.38
H -0.11 0.09 5.04
H -3.93 2.57 1.32
H -3.53 -4.93 2.41
H 1.03 -3.30 -4.42
H 5.54 -0.73 -1.08
H -0.49 5.44 -2.55
H 5.84 -4.05 1.62
H -1.31 5.50 -0.21
H 2.46 -5.72 -1.18
H 1.46 1.72 -1.76
H -5.01 4.20 -0.16
H -5.22 5.08 -2.45
H 3.51 -3.66 2.32
H 1.81 3.55 2.02
H -0.51 -1.37 -3.85
H -3.28 -4.71 -0.07
H 2.03 3.75 4.44
H 1.09 2.06 5.98
H 0.89 3.53 -3.30
H -1.89 -2.87 -0.97
H -0.77 3.66 1.33
H 6.88 -2.57 -0.08
H -2.44 -3.19 3.87
H -3.94 4.06 -4.30
H 2.31 -5.30 -3.63
*
```

The lowest unoccupied orbital energy comes out at -3.92 eV. The value obtained for the electronic energy is -3355.78558 a.u. Its maximum force is 0.404 eV Å⁻¹.

(3)
The following is a quantum chemistry calculation of a molecular structure, C38H29CeIN10O2PTe at a distorted geometry, from the OMol25 dataset.

The geometry in ORCA input format:
```
! wB97M-V def2-TZVPD RIJCOSX def2/J DEFGRID3
* xyz 1 1
Ce 9.34 10.65 14.78
I 11.94 12.73 15.62
Te 7.12 10.89 12.03
P 8.57 12.96 16.88
O 8.01 9.89 16.20
O 7.35 9.19 18.24
N 10.06 6.44 14.08
N 12.30 11.18 11.54
N 11.59 8.92 12.18
N 9.70 8.53 13.77
N 10.64 10.93 12.97
N 9.30 7.43 14.44
N 10.51 9.23 16.58
N 10.81 12.28 12.68
N 11.77 12.40 11.88
N 11.03 6.87 13.15
C 11.86 12.41 17.74
C 6.03 12.38 17.86
C 9.21 6.51 10.07
C 4.97 14.86 17.37
C 9.58 13.45 18.30
C 12.42 12.34 20.44
C 9.39 14.32 20.63
C 9.95 8.75 9.74
C 8.71 14.15 15.51
C 11.63 10.33 12.25
C 6.31 14.63 17.17
C 12.19 7.89 17.52
C 13.09 11.56 19.57
C 8.94 14.11 19.31
C 8.01 13.84 14.34
C 10.08 8.13 18.62
C 11.29 13.00 19.97
C 9.51 16.18 14.45
C 8.78 9.14 10.39
C 9.48 15.28 15.53
C 8.48 10.61 10.46
C 10.56 13.65 20.99
C 12.89 11.60 18.19
C 10.12 7.40 9.56
C 4.16 13.85 17.86
C 9.69 8.92 17.59
C 7.87 8.24 11.02
C 8.21 9.32 17.41
C 8.04 14.68 13.24
C 11.77 8.72 16.55
C 8.17 6.88 10.95
C 6.83 13.38 17.41
C 4.66 12.58 18.12
C 10.90 13.01 18.61
C 11.33 7.55 18.57
C 10.80 8.15 13.01
C 6.73 8.80 11.86
C 8.79 15.85 13.31
H 12.76 12.29 21.49
H 6.40 11.37 17.92
H 10.61 9.48 9.29
H 9.43 5.43 9.97
H 13.86 10.89 20.04
H 11.02 7.07 8.96
H 10.25 17.04 14.50
H 4.47 15.79 17.27
H 5.70 8.54 11.43
H 12.42 8.47 11.90
H 7.97 14.54 19.03
H 9.33 11.23 10.60
H 7.55 14.33 12.24
H 13.59 11.15 17.49
H 7.57 6.06 11.45
H 8.76 14.87 21.30
H 4.05 11.72 18.38
H 7.99 10.99 9.57
H 3.05 13.99 17.92
H 12.36 9.00 15.69
H 11.58 6.79 19.32
H 7.42 12.95 14.30
H 6.78 8.31 12.86
H 6.93 15.42 16.78
H 9.26 8.09 19.39
H 9.96 15.46 16.47
H 8.76 16.44 12.39
H 13.17 7.48 17.52
H 10.85 13.60 22.04
*
```

The lowest unoccupied orbital energy (alpha / beta) comes out at -4.99 / -4.99 eV. The value obtained for the electronic energy is -3545.44872 a.u. Its maximum force is 3.232 eV Å⁻¹.